1.
{"formula": "C36H49IN3O4SW", "method": "ωB97M-V/def2-TZVPD", "symbols": ["W", "C", "C", "C", "C", "C", "C", "C", "C", "C", "C", "C", "C", "C", "C", "C", "C", "C", "H", "H", "H", "H", "H", "H", "H", "H", "H", "H", "H", "H", "H", "H", "H", "H", "H", "H", "H", "H", "H", "H", "H", "H", "H", "H", "H", "H", "H", "S", "C", "C", "C", "C", "C", "N", "H", "H", "H", "H", "I", "C", "C", "N", "N", "C", "H", "H", "H", "O", "C", "C", "C", "C", "C", "C", "C", "O", "O", "H", "H", "H", "H", "H", "C", "C", "C", "O", "C", "H", "H", "H", "H", "H", "H", "H", "H"], "positions_angstrom": [[0.0457, -0.5187, 0.4584], [0.0110, -0.3427, 2.7353], [1.2916, -0.9321, 2.4666], [2.0451, 0.0722, 1.7553], [1.1627, 1.1955, 1.5595], [-0.0644, 0.9938, 2.2326], [-1.1611, 2.0057, 2.5140], [-1.3812, 2.0518, 4.0323], [-0.7123, 3.3865, 2.0296], [-2.4667, 1.6278, 1.8126], [3.5550, 0.1665, 1.4811], [3.9868, 1.6140, 1.1675], [4.3121, -0.1069, 2.8016], [4.0517, -0.7852, 0.3711], [1.6600, -2.2587, 3.1494], [0.4359, -3.1772, 3.3041], [2.1096, -1.9336, 4.5885], [2.7020, -3.0969, 2.4024], [-0.7422, -0.8134, 3.3416], [1.4412, 2.1170, 1.0757], [-0.4566, 2.3017, 4.5546], [-1.7492, 1.0979, 4.4121], [-2.1251, 2.8122, 4.2723], [0.1553, 3.7391, 2.5897], [-1.5173, 4.1080, 2.1660], [-0.4592, 3.3676, 0.9671], [-2.8904, 0.7045, 2.2132], [-2.2928, 1.5040, 0.7436], [-3.2054, 2.4189, 1.9521], [3.7803, 2.2676, 2.0165], [3.5547, 2.0669, 0.2829], [5.0653, 1.6145, 1.0098], [3.9058, 0.5023, 3.6098], [5.3559, 0.1754, 2.6638], [4.3002, -1.1451, 3.1058], [3.3563, -1.6048, 0.1934], [5.0145, -1.2191, 0.6434], [4.1897, -0.2564, -0.5716], [-0.3516, -2.7389, 3.9147], [0.7611, -4.0869, 3.8095], [0.0146, -3.4686, 2.3455], [1.3043, -1.4279, 5.1244], [2.9929, -1.3074, 4.6417], [2.3218, -2.8653, 5.1145], [2.2993, -3.4421, 1.4481], [2.9292, -3.9827, 2.9967], [3.6365, -2.5868, 2.2045], [-1.9441, -1.8421, 1.1544], [-1.1391, -3.0421, 0.1963], [-1.5808, -4.3185, -0.1200], [-0.7295, -5.1478, -0.8229], [0.5353, -4.6987, -1.1972], [0.9005, -3.4139, -0.8728], [0.0814, -2.5970, -0.1950], [-2.5647, -4.6388, 0.1903], [-1.0424, -6.1510, -1.0791], [1.2195, -5.3389, -1.7333], [1.8631, -3.0031, -1.1513], [3.7774, 2.2142, -3.8870], [2.5320, 0.8858, -2.9060], [1.9126, -0.2388, -3.4080], [1.1912, -0.7749, -2.4181], [1.2998, -0.0432, -1.2878], [2.0960, 0.9787, -1.5894], [1.9146, -0.6684, -4.3952], [0.3551, -1.3821, -2.5152], [2.2851, 1.7541, -0.8801], [-3.0390, -1.4647, -4.5109], [-3.6899, -0.6112, -3.7107], [-4.9191, -0.1155, -4.1482], [-5.6419, 0.7494, -3.3554], [-5.1639, 1.1441, -2.1045], [-3.9409, 0.6811, -1.6773], [-3.1777, -0.1844, -2.4702], [-1.8678, -0.6551, -2.0066], [-1.3165, -1.6373, -2.5609], [-1.3299, -0.0663, -0.9912], [-2.2574, -1.7858, -4.0207], [-5.2856, -0.4413, -5.1119], [-6.5977, 1.1162, -3.7058], [-5.7471, 1.8071, -1.4808], [-3.5493, 0.9724, -0.7147], [-2.2857, 3.7724, -2.9609], [-1.8280, 2.9597, -4.1838], [-0.4891, 2.3433, -3.7376], [-0.3133, 2.6716, -2.3598], [-1.0095, 3.8944, -2.1434], [-3.0322, 3.2186, -2.3941], [-2.7119, 4.7384, -3.2264], [-1.6794, 3.5995, -5.0529], [-2.5581, 2.1994, -4.4556], [0.3452, 2.7502, -4.3212], [-0.4676, 1.2555, -3.8221], [-0.3984, 4.7397, -2.4855], [-1.1841, 4.0007, -1.0731]], "mulliken_spin": [1.645, -0.101, -0.015, -0.059, 0.061, 0.211, -0.139, 0.004, 0.000, -0.033, 0.002, -0.004, 0.000, 0.030, 0.024, 0.006, 0.000, 0.014, -0.004, 0.008, -0.001, 0.001, 0.001, -0.001, 0.000, 0.006, -0.002, 0.043, 0.001, 0.001, 0.002, 0.000, 0.000, 0.000, 0.000, -0.011, 0.000, 0.003, -0.002, 0.000, -0.004, 0.000, -0.001, 0.000, -0.002, 0.000, 0.001, -0.061, 0.052, -0.004, 0.022, -0.009, 0.040, 0.034, 0.000, 0.001, 0.000, 0.002, 0.000, 0.001, 0.020, 0.031, -0.067, 0.016, 0.000, 0.000, 0.014, 0.000, 0.002, 0.000, 0.001, 0.001, 0.010, -0.009, 0.050, 0.016, 0.157, -0.001, 0.000, 0.000, 0.000, -0.010, 0.001, 0.000, 0.003, 0.004, -0.001, 0.000, 0.000, 0.000, 0.000, 0.000, -0.002, 0.000, 0.001], "de_lowest_kj_mol": 53.9, "spin_multiplicity": 3, "e_lumo_ev": [-2.4417, -3.6853], "total_charge": 1, "e_tot_ha": -2629.26450, "orbital_gap_ev": [8.3, 7.0], "max_force_ev_per_a": 0.7}



2.
{"formula": "C36H50AsN5O3RbS2Si2", "method": "ωB97M-V/def2-TZVPD", "symbols": ["Rb", "O", "S", "O", "N", "C", "C", "C", "C", "C", "C", "C", "C", "N", "C", "C", "C", "C", "C", "C", "C", "H", "H", "H", "H", "H", "H", "H", "H", "H", "H", "H", "C", "Si", "C", "C", "C", "C", "C", "C", "C", "C", "N", "Si", "C", "C", "C", "H", "H", "H", "H", "H", "H", "H", "H", "H", "H", "H", "H", "H", "H", "H", "H", "H", "H", "H", "H", "H", "H", "C", "As", "C", "C", "O", "H", "H", "H", "H", "H", "H", "H", "H", "H", "C", "C", "C", "C", "N", "C", "S", "N", "C", "H", "H", "H", "H", "H", "H", "H", "H"], "positions_angstrom": [[0.3097, 0.6582, -0.3759], [1.7255, 5.1038, -1.3643], [1.4371, 3.9926, -0.4826], [2.0990, 2.7370, -0.7933], [-0.0800, 3.6692, -0.2685], [-1.0390, 4.6450, -0.1847], [-0.8226, 5.9847, 0.1065], [-1.8822, 6.8980, 0.2336], [-3.1831, 6.5131, 0.0748], [-3.4615, 5.1630, -0.2409], [-4.7814, 4.6999, -0.4452], [-4.9988, 3.3968, -0.7771], [-3.8821, 2.5423, -0.8980], [-2.6474, 2.9230, -0.6992], [-2.4096, 4.2238, -0.3763], [2.1228, 4.4680, 1.1026], [1.3776, 4.3789, 2.2663], [1.9532, 4.7283, 3.4818], [3.2717, 5.1535, 3.5301], [4.0150, 5.2412, 2.3588], [3.4406, 4.9059, 1.1441], [0.1913, 6.3400, 0.2236], [-1.6504, 7.9314, 0.4651], [-4.0008, 7.2171, 0.1738], [-5.6045, 5.3986, -0.3403], [-5.9957, 3.0104, -0.9455], [-4.0291, 1.4996, -1.1608], [0.3498, 4.0448, 2.2081], [1.3696, 4.6708, 4.3931], [3.7217, 5.4179, 4.4791], [5.0460, 5.5704, 2.3949], [4.0034, 4.9743, 0.2220], [2.9731, -1.2554, 3.1763], [3.7192, -0.7448, 1.5079], [3.8126, 1.1325, 1.6756], [5.4797, -1.4484, 1.5878], [2.7953, -1.2316, -0.0054], [1.7929, -2.2205, -0.0516], [1.5223, -3.1721, 0.9950], [0.6345, -4.1892, 0.8154], [-0.0637, -4.3142, -0.4011], [0.1748, -3.3297, -1.3383], [1.0221, -2.3158, -1.1942], [3.4187, -0.7250, -1.6764], [3.9929, -2.2815, -2.5887], [2.3093, 0.1978, -2.9093], [4.8996, 0.4491, -1.5805], [3.4124, -0.5982, 3.9353], [3.1956, -2.2846, 3.4695], [1.8924, -1.1001, 3.1756], [4.5060, 1.4232, 2.4717], [2.8160, 1.4930, 1.9534], [4.0975, 1.6497, 0.7597], [5.9857, -1.1113, 2.4986], [6.1019, -1.1760, 0.7347], [5.4261, -2.5410, 1.6190], [2.0759, -3.1073, 1.9178], [0.4847, -4.9171, 1.6073], [-0.7319, -5.1445, -0.5846], [-0.3496, -3.3516, -2.2979], [3.1622, -2.9840, -2.6736], [4.7949, -2.7718, -2.0301], [4.3607, -2.0579, -3.5951], [1.3865, -0.3478, -3.1133], [2.8681, 0.2908, -3.8465], [2.0879, 1.2152, -2.5794], [5.6722, 0.1786, -0.8612], [4.5438, 1.4552, -1.3450], [5.3636, 0.4921, -2.5713], [-2.0495, 2.2078, 2.5670], [-1.0244, 0.7912, 3.3684], [-0.0683, 1.6039, 4.8344], [-2.2569, -0.4522, 4.1672], [0.0264, 0.0765, 2.3273], [-2.4635, 2.8706, 3.3271], [-2.8501, 1.7673, 1.9779], [-1.3928, 2.7630, 1.8959], [-0.7443, 2.1463, 5.4953], [0.6719, 2.2820, 4.4114], [0.4498, 0.8204, 5.3856], [-2.9086, 0.0564, 4.8781], [-1.6775, -1.2229, 4.6736], [-2.8448, -0.9018, 3.3680], [-3.2053, -4.9258, -2.0700], [-3.3114, -4.3151, -0.7133], [-3.4832, -5.0081, 0.4466], [-3.4910, -4.2683, 1.6520], [-3.4249, -2.9589, 1.6973], [-3.3080, -2.2552, 0.5415], [-3.2349, -0.5981, 0.4582], [-3.2115, -2.9757, -0.6313], [-3.5442, -4.9819, 2.9682], [-3.4391, -5.9866, -2.0281], [-2.1888, -4.8048, -2.4491], [-3.8876, -4.4383, -2.7675], [-3.5643, -6.0842, 0.4413], [-3.0188, -2.4252, -1.4571], [-3.9820, -5.9747, 2.8741], [-4.1038, -4.3892, 3.6884], [-2.5249, -5.0906, 3.3456]], "mulliken_charge": [0.388, -0.747, 0.406, 0.016, 0.270, 0.047, -0.499, -0.998, -0.928, 1.346, -0.755, -0.890, -0.393, 0.014, -0.254, 0.201, 0.260, -0.672, -0.600, -0.642, -0.838, 0.529, 0.372, 0.343, 0.382, 0.387, 0.576, 0.221, 0.485, 0.376, 0.393, 0.448, -1.352, 0.101, -0.200, -1.222, 0.891, 0.033, -0.543, -0.708, -0.309, -0.964, 0.052, 0.911, -1.351, -1.122, -0.951, 0.435, 0.410, 0.116, 0.473, -0.293, 0.084, 0.331, 0.316, 0.272, 0.306, 0.430, 0.519, 0.305, 0.271, 0.273, 0.343, 0.210, 0.394, 0.237, 0.220, 0.105, 0.371, -0.208, 0.330, -1.039, -1.003, 0.195, 0.441, 0.277, -0.440, 0.401, 0.073, 0.402, 0.427, 0.333, 0.118, -1.443, 0.784, -0.891, 0.992, -0.379, -0.291, -0.274, 0.176, -1.340, 0.358, 0.291, 0.423, 0.338, 0.291, 0.395, 0.370, 0.251], "de_lowest_kj_mol": 73.5, "e_lumo_ev": 1.8318, "total_charge": -1, "e_tot_ha": -5536.69372, "orbital_gap_ev": 5.1, "max_force_ev_per_a": 0.3}